Entry 1:
The following is a quantum chemistry calculation of a molecular structure, C25H72N6O11 at a distorted geometry, from OMol25.

Geometry (Å):
C: 0.330 -0.588 -0.307
O: -0.425 0.575 -0.315
H: 0.979 -0.731 -1.200
H: -0.304 -1.472 -0.223
H: 1.029 -0.538 0.547
H: 0.219 1.319 -0.301
C: 2.882 2.130 -0.687
O: 3.538 0.884 -0.986
N: 3.314 2.961 0.211
N: 1.726 2.367 -1.115
H: 4.258 2.747 0.412
H: 2.693 3.058 1.055
H: 1.518 1.900 -1.991
H: 1.042 3.233 -0.848
C: -0.202 4.919 -1.506
O: -1.551 4.958 -1.896
N: 0.759 5.480 -2.165
N: 0.229 4.265 -0.492
H: 0.514 6.046 -3.006
H: 1.649 4.995 -2.321
H: -0.402 3.788 0.187
H: 1.135 4.645 -0.053
C: -0.226 -0.985 2.758
O: 0.829 -1.779 2.575
N: -0.150 0.298 2.799
N: -1.433 -1.344 3.078
H: 0.716 0.738 2.457
H: -0.874 0.991 3.014
H: -1.375 -2.419 3.035
H: -2.326 -0.800 3.023
C: -3.457 -2.395 0.042
C: -3.136 -1.096 -0.747
C: -4.082 -0.771 -1.865
O: -2.990 -0.076 -0.002
H: -4.482 -2.107 0.367
H: -2.853 -2.586 0.941
H: -3.455 -3.354 -0.517
H: -2.133 -1.263 -1.303
H: -3.790 0.211 -2.374
H: -5.131 -0.724 -1.561
H: -4.000 -1.500 -2.687
H: -2.083 0.136 -0.062
C: -2.117 2.802 1.231
C: -3.037 3.991 1.439
C: -3.943 3.894 2.751
O: -2.487 5.093 1.423
H: -1.947 2.765 0.125
H: -2.679 1.891 1.368
H: -1.171 2.681 1.819
H: -3.874 3.985 0.702
H: -4.869 4.491 2.726
H: -3.332 3.990 3.572
H: -4.362 2.964 2.765
H: -3.028 5.852 1.215
C: 4.524 -2.096 -0.610
C: 3.499 -1.990 0.478
C: 2.561 -3.112 0.232
O: 3.798 -1.985 1.691
H: 4.103 -2.046 -1.624
H: 5.150 -2.937 -0.419
H: 5.235 -1.225 -0.484
H: 2.917 -1.127 0.309
H: 2.341 -3.404 -0.772
H: 1.651 -3.033 0.729
H: 2.984 -4.125 0.395
H: 4.582 -1.436 1.759
C: -1.166 2.018 -3.180
C: 0.111 1.579 -3.879
C: 0.928 2.652 -4.443
O: 0.826 0.763 -3.251
H: -1.755 1.211 -3.007
H: -1.591 2.769 -3.778
H: -1.016 2.425 -2.216
H: -0.359 1.069 -4.744
H: 0.522 3.054 -5.389
H: 1.905 2.342 -4.873
H: 1.166 3.410 -3.761
H: 0.366 -0.064 -3.131
C: 1.094 -2.762 -3.433
C: -0.381 -2.658 -3.457
C: -1.003 -3.633 -2.502
O: -0.844 -1.515 -3.380
H: 1.392 -3.790 -3.661
H: 1.460 -2.609 -2.443
H: 1.537 -2.059 -4.131
H: -0.645 -3.110 -4.423
H: -0.617 -3.305 -1.516
H: -0.628 -4.637 -2.621
H: -2.058 -3.588 -2.475
H: -1.670 -1.301 -3.892
C: -0.761 -4.535 0.811
C: -1.324 -4.985 2.133
C: -0.780 -6.365 2.652
O: -1.240 -4.144 3.024
H: 0.138 -5.035 0.430
H: -0.665 -3.452 0.754
H: -1.438 -4.822 0.009
H: -2.431 -5.117 2.011
H: 0.305 -6.443 2.781
H: -1.017 -6.999 1.796
H: -1.378 -6.635 3.525
H: -1.378 -4.520 3.898
C: 2.256 2.306 4.582
C: 2.529 2.226 3.106
C: 2.804 0.836 2.808
O: 1.568 2.658 2.378
H: 1.607 1.466 4.876
H: 2.095 3.344 4.870
H: 3.258 2.189 5.028
H: 3.373 2.833 2.775
H: 2.669 0.123 3.586
H: 3.790 0.838 2.449
H: 2.272 0.567 1.879
H: 1.134 3.446 2.665

Cartesian forces (eV/Å) of the 3 atoms listed first:
2.1 -1.0 0.2
-0.3 1.4 -0.4
-0.5 0.3 0.3

Summary:
- Electronic energy: -2151.4725 a.u.
- 2S+1: 1
- HOMO-LUMO gap: 8.451 eV

---

Entry 2:
The following is a quantum chemistry calculation of a single CH2FN molecule at a distorted geometry, from OMol25.

Geometry (Å):
H: 1.428 0.582 -0.108
N: 0.523 1.022 0.053
C: -0.318 -0.268 0.091
F: -1.568 -0.103 0.055
H: -0.064 -1.232 -0.091

Cartesian forces (eV/Å) of the 3 atoms listed first:
0.5 0.1 0.2
-4.8 -8.0 0.2
5.4 10.5 -0.8

Summary:
- Electronic energy: -193.8291 a.u.
- 2S+1: 1
- HOMO-LUMO gap: 10.551 eV
- SMILES string: [H]/N=C/F

---

Entry 3:
The following is a quantum chemistry calculation of 37 unconnected molecules or ions with the total composition C7H81FNO36 at a distorted geometry, from OMol25.

Geometry (Å):
F: -3.278 0.169 -0.877
C: -2.030 -0.253 -0.403
C: -1.726 0.303 1.007
C: -0.499 1.185 0.879
C: -0.621 2.369 0.131
C: 0.513 3.165 -0.015
C: 1.668 2.760 0.575
N: 1.737 1.629 1.260
C: 0.689 0.820 1.445
H: -1.935 -1.339 -0.318
H: -1.281 0.120 -1.109
H: -1.490 -0.496 1.714
H: -2.570 0.864 1.417
H: -1.592 2.625 -0.305
H: 0.428 4.073 -0.599
H: 2.541 3.394 0.468
H: 2.626 1.347 1.659
H: 0.759 -0.130 2.010
O: -0.420 3.733 -2.635
H: -1.281 3.741 -2.200
H: -0.562 3.184 -3.423
O: 0.814 -2.267 1.440
H: 0.723 -1.760 0.627
H: 0.454 -3.153 1.217
O: 1.529 5.079 -4.730
H: 1.019 5.213 -3.920
H: 2.443 5.181 -4.450
O: 2.901 1.810 4.317
H: 2.386 1.715 3.511
H: 3.661 2.350 4.060
O: -4.035 -2.300 1.250
H: -4.228 -1.545 0.680
H: -4.868 -2.790 1.268
O: -2.268 0.971 -3.740
H: -2.623 0.476 -2.993
H: -2.572 0.478 -4.518
O: -2.031 -3.142 -2.403
H: -2.904 -3.160 -1.988
H: -2.130 -3.716 -3.173
O: -1.100 -1.414 3.967
H: -0.667 -0.564 4.085
H: -0.578 -1.880 3.306
O: -0.454 5.764 1.554
H: -0.681 4.843 1.390
H: -0.083 5.757 2.445
O: 1.406 -4.860 2.072
H: 0.897 -4.737 2.880
H: 2.323 -4.745 2.354
O: -3.614 -3.091 4.771
H: -4.108 -3.166 3.946
H: -2.887 -2.495 4.553
O: 3.737 -3.793 3.746
H: 4.569 -3.516 4.162
H: 3.144 -3.048 3.890
O: 2.117 1.669 -3.311
H: 1.937 2.450 -3.852
H: 1.286 1.183 -3.329
O: -1.180 6.720 -5.797
H: -0.543 6.170 -5.321
H: -0.734 7.567 -5.891
O: -0.550 -4.362 -0.088
H: -0.659 -3.864 -0.904
H: -0.894 -5.246 -0.284
O: 1.605 7.451 -3.033
H: 0.851 8.035 -2.929
H: 2.230 7.975 -3.533
O: -2.230 -5.826 4.104
H: -1.442 -5.530 4.570
H: -2.878 -5.130 4.278
O: 2.921 4.737 3.009
H: 2.833 5.256 2.200
H: 2.547 3.880 2.787
O: 5.804 -2.933 1.889
H: 5.622 -2.163 1.341
H: 4.975 -3.430 1.885
O: -3.700 0.224 3.386
H: -3.996 -0.180 4.210
H: -4.044 -0.366 2.705
O: 5.635 -5.783 0.286
H: 6.243 -5.679 -0.453
H: 5.636 -4.923 0.717
O: -0.140 -2.531 -5.118
H: -0.681 -2.417 -4.327
H: 0.762 -2.393 -4.810
O: 3.827 -7.978 1.291
H: 3.314 -8.077 0.485
H: 4.584 -7.441 1.023
O: -3.473 -5.133 0.782
H: -2.829 -5.653 1.282
H: -3.040 -4.280 0.666
O: 6.185 -4.733 5.063
H: 5.904 -5.165 5.877
H: 5.867 -5.320 4.366
O: -2.966 4.853 -4.577
H: -3.728 5.430 -4.464
H: -2.346 5.380 -5.101
O: -1.813 3.659 2.903
H: -2.527 3.017 2.810
H: -2.202 4.491 2.605
O: 3.409 2.092 7.609
H: 2.900 1.997 6.797
H: 4.165 2.629 7.354
O: -1.451 -7.117 0.467
H: -2.174 -7.735 0.621
H: -0.734 -7.448 1.021
O: 1.790 9.947 -3.815
H: 2.619 10.212 -3.401
H: 1.209 10.701 -3.668
O: -3.135 3.476 -1.463
H: -3.278 3.979 -2.278
H: -3.507 2.610 -1.671
O: -6.112 0.685 -1.416
H: -6.623 0.841 -0.614
H: -5.198 0.826 -1.152
O: -6.045 -2.002 -2.796
H: -5.471 -1.920 -3.563
H: -6.068 -1.112 -2.417
O: -2.156 -0.941 -6.490
H: -2.898 -1.550 -6.411
H: -1.457 -1.329 -5.941
O: 8.639 -3.942 1.210
H: 9.496 -3.564 1.431
H: 8.046 -3.611 1.895
O: -0.647 2.414 -5.347
H: -0.690 3.002 -6.109
H: -1.033 1.590 -5.661

Cartesian forces (eV/Å) of the 3 atoms listed first:
0.0 -0.4 0.1
1.0 0.0 0.9
0.7 0.1 -0.3

Summary:
- Electronic energy: -3178.3255 a.u.
- 2S+1: 1
- HOMO-LUMO gap: 7.908 eV
- Net charge: +1

---

Entry 4:
The following is a quantum chemistry calculation of 2 unconnected molecules or ions with the total composition C27H36N4S2 at a distorted geometry, from OMol25.

Geometry (Å):
C: -5.459 -1.170 -3.478
N: -4.042 -1.090 -3.208
C: -3.397 -2.370 -3.268
C: -1.965 -2.261 -2.769
N: -1.273 -1.168 -3.443
C: 0.108 -1.151 -3.166
S: 0.954 -2.606 -3.157
S: 0.905 0.286 -2.783
C: -1.947 0.121 -3.481
C: -3.374 -0.068 -3.969
H: -5.902 -0.182 -3.327
H: -5.687 -1.503 -4.504
H: -5.909 -1.882 -2.779
H: -3.965 -3.055 -2.622
H: -3.376 -2.792 -4.292
H: -1.990 -2.142 -1.665
H: -1.445 -3.205 -3.009
H: -1.976 0.619 -2.496
H: -1.422 0.787 -4.183
H: -3.343 -0.307 -5.048
H: -3.950 0.855 -3.831
C: -3.220 -2.149 3.727
N: -2.312 -2.888 2.880
C: -2.828 -4.167 2.462
C: -1.782 -4.999 1.735
C: -1.096 -4.173 0.647
C: -0.610 -2.858 1.162
C: -1.183 -2.331 2.359
C: -0.577 -1.191 2.945
C: 0.451 -0.541 2.303
C: 0.851 -0.897 0.972
C: 1.730 -0.129 0.175
C: 2.193 1.178 0.470
C: 3.422 1.645 -0.072
C: 3.953 2.876 0.257
C: 3.270 3.725 1.180
N: 3.825 4.904 1.578
C: 3.100 5.840 2.405
C: 5.016 5.458 0.981
C: 5.969 4.385 0.483
C: 5.235 3.340 -0.353
C: 1.992 3.317 1.646
C: 1.466 2.098 1.286
C: 0.340 -2.131 0.478
H: -2.880 -1.125 3.875
H: -4.222 -2.124 3.274
H: -3.316 -2.636 4.708
H: -3.190 -4.698 3.354
H: -3.708 -4.005 1.816
H: -1.031 -5.347 2.455
H: -2.265 -5.880 1.304
H: -0.248 -4.743 0.244
H: -1.787 -4.010 -0.197
H: -0.922 -0.832 3.916
H: 0.963 0.260 2.827
H: 2.141 -0.624 -0.707
H: 3.968 0.989 -0.754
H: 2.516 5.323 3.169
H: 3.832 6.490 2.898
H: 2.416 6.474 1.822
H: 4.741 6.121 0.141
H: 5.498 6.078 1.747
H: 6.758 4.858 -0.110
H: 6.439 3.898 1.345
H: 5.889 2.476 -0.509
H: 5.031 3.763 -1.351
H: 1.420 3.960 2.314
H: 0.485 1.821 1.665
H: 0.722 -2.511 -0.478

Cartesian forces (eV/Å) of the 3 atoms listed first:
0.1 0.1 0.1
-0.6 0.1 0.5
0.3 -0.2 0.0

Summary:
- Electronic energy: -2065.7781 a.u.
- 2S+1: 1
- HOMO-LUMO gap: 4.416 eV